# 1
A molecular structure, C53H96F30N10O24S10 at a distorted geometry. Source: OMol25; level of theory: ωB97M-V with the def2-TZVPD basis set.

```
! RIJCOSX wB97M-V def2-TZVPD def2/J DEFGRID3
* xyz 0 1
C -6.21583 -1.21901 -4.72157
C -5.02148 -0.96400 -5.58105
C -5.07928 -1.42858 -7.01268
C -3.92981 -0.92640 -7.89030
C -3.98023 0.62648 -7.93229
C -3.87027 1.35192 -6.61412
N -4.89409 0.64865 -5.69766
O -5.75787 1.20395 -5.20695
C -4.29382 2.79324 -6.66759
C -2.51749 1.31255 -5.97387
C -3.77324 -1.59356 -4.89796
H -7.17069 -0.86397 -5.08339
H -5.99078 -0.83215 -3.73735
H -6.34953 -2.33757 -4.54654
H -6.04343 -1.26964 -7.57618
H -4.95403 -2.50671 -6.96010
H -3.99866 -1.27840 -8.92787
H -2.91902 -1.15241 -7.49717
H -4.95356 0.92530 -8.37764
H -3.21757 0.91968 -8.64411
H -3.64072 3.42480 -7.30119
H -4.31389 3.28121 -5.65953
H -5.29136 2.90038 -7.15722
H -2.44724 1.53217 -4.88640
H -2.01484 2.02869 -6.61462
H -2.07911 0.23412 -6.15467
H -3.69019 -1.23352 -3.91304
H -2.81871 -1.54527 -5.49301
H -3.83995 -2.70550 -4.72411
C 2.71484 0.53312 -4.96286
C 2.53794 1.76465 -5.91064
C 2.32462 3.00894 -5.12197
C 3.47018 3.65858 -4.40972
C 4.51945 4.12947 -5.44181
C 4.95301 2.82601 -6.29472
N 3.81360 2.05239 -6.73221
O 3.87811 1.62842 -7.92895
C 5.72950 1.83113 -5.43118
C 5.78771 3.24398 -7.56763
C 1.45193 1.49169 -6.92139
H 1.78866 0.27773 -4.40801
H 3.52254 0.56942 -4.23458
H 2.97659 -0.30152 -5.59301
H 1.59368 2.80784 -4.35791
H 1.80286 3.77222 -5.71214
H 3.93346 2.96914 -3.68856
H 3.07850 4.48336 -3.86641
H 5.30696 4.50611 -4.80544
H 4.22586 4.95543 -6.06589
H 5.84569 0.86459 -5.94467
H 5.41141 1.69637 -4.39215
H 6.69935 2.35120 -5.33362
H 5.24291 4.07980 -8.06065
H 6.00829 2.41970 -8.28174
H 6.74232 3.64853 -7.16250
H 1.24505 2.39139 -7.49156
H 0.59105 1.24312 -6.31147
H 1.59471 0.59067 -7.54134
C -4.65567 1.07369 4.22376
C -4.88531 -0.38490 4.55396
C -4.25139 -1.29089 3.54327
N -4.42666 -2.74303 3.81390
C -3.50946 -3.49954 2.79259
C -3.34514 -4.95300 3.04747
C -2.96967 -5.25381 4.52505
C -3.92217 -4.61420 5.53446
C -4.01682 -3.12767 5.19963
C -5.89859 -3.16166 3.54380
H -5.36723 1.71764 4.80134
H -4.82557 1.26588 3.16331
H -3.63423 1.40793 4.51352
H -5.94624 -0.60109 4.72973
H -4.36512 -0.75408 5.46341
H -3.19250 -1.06502 3.47295
H -4.71219 -1.13374 2.53798
H -2.56196 -2.96329 2.83689
H -3.90818 -3.40162 1.79250
H -2.64626 -5.44903 2.40178
H -4.25317 -5.54824 2.71035
H -2.00717 -4.76505 4.61127
H -2.81154 -6.34347 4.77287
H -3.60354 -4.54967 6.61633
H -4.88944 -5.05073 5.47663
H -3.01809 -2.75759 5.29471
H -4.77570 -2.69821 5.83115
H -5.96440 -4.21952 3.15446
H -6.36412 -2.58148 2.72463
H -6.53694 -2.99385 4.42728
C 3.17697 1.65181 7.56348
C 4.51022 1.29970 6.97704
N 4.53464 -0.15707 6.49881
C 4.76889 -1.02886 7.67519
C 3.26070 -0.57103 5.88578
C 2.78904 0.23055 4.67342
C 5.70971 -0.25041 5.53736
C 6.05261 -1.66694 5.00372
O 4.95898 -2.16258 4.29581
C 5.31436 -3.07078 3.24107
H 3.18766 2.54251 8.20073
H 2.82641 0.82813 8.16549
H 2.46347 1.87068 6.72702
H 5.45048 1.42880 7.52656
H 4.65612 1.92992 6.08394
H 4.07160 -0.72650 8.49770
H 5.79872 -0.75341 7.95211
H 4.80575 -2.08901 7.36710
H 2.49986 -0.54157 6.65985
H 3.42344 -1.61378 5.62656
H 3.32425 1.18886 4.57020
H 1.70270 0.39091 4.76794
H 2.96862 -0.46251 3.84525
H 6.60465 0.09300 6.04424
H 5.37425 0.37069 4.69722
H 6.48050 -2.34547 5.77470
H 6.92767 -1.46605 4.33602
H 4.36975 -3.49994 2.88162
H 5.82045 -3.90267 3.65056
H 5.74674 -2.57907 2.37684
C 3.09688 -0.52064 1.37411
C 1.80949 0.33309 1.48361
N 0.84919 0.11833 0.33337
C 0.75591 -1.39419 0.08035
C -0.52443 0.67673 0.63346
C -1.36015 -0.10816 1.61999
C 1.41405 0.78285 -0.92644
C 1.26080 2.28702 -0.85081
O 0.07330 2.71178 -1.49240
C -0.07688 4.10083 -1.59670
H 3.75950 -0.06328 2.05803
H 3.57357 -0.57888 0.41325
H 3.02002 -1.56627 1.64985
H 1.92580 1.38638 1.63128
H 1.34053 -0.10189 2.40717
H 0.45859 -1.98142 0.88269
H 1.79843 -1.66726 -0.14618
H 0.05477 -1.56836 -0.74182
H -0.94050 0.77588 -0.33652
H -0.41765 1.70049 0.94834
H -2.28786 0.47231 1.77165
H -0.80681 -0.19015 2.56935
H -1.63265 -1.08771 1.32994
H 0.98216 0.32080 -1.81803
H 2.52096 0.58645 -0.97868
H 2.16403 2.74376 -1.17495
H 1.16122 2.58082 0.17406
H -1.12563 4.34464 -1.57760
H 0.40231 4.43290 -2.52724
H 0.30588 4.59211 -0.72463
C -5.31115 5.89161 -4.50982
F -4.16162 6.47397 -4.08050
F -6.26741 6.79169 -4.46841
F -5.12115 5.54270 -5.78606
S -5.74478 4.49248 -3.48822
O -6.13609 5.04351 -2.22897
O -6.75426 3.83646 -4.31785
N -4.42498 3.61748 -3.48209
S -3.36051 3.15646 -2.46830
O -2.14586 2.70106 -3.14178
O -3.33074 4.00995 -1.31023
C -3.97141 1.51908 -1.86964
F -5.13824 1.50535 -1.18861
F -4.11721 0.84076 -2.97202
F -3.06717 0.96102 -0.98306
C 5.62246 3.26449 -1.09239
F 5.18400 4.02332 -2.09127
F 6.80280 3.73744 -0.73591
F 4.76547 3.46294 -0.08755
S 5.76062 1.46465 -1.59009
O 4.45464 1.20943 -2.20353
O 6.92346 1.41415 -2.42064
N 5.91450 0.65221 -0.27217
S 7.22615 0.13264 0.50641
O 6.76801 -0.83825 1.42801
O 8.34646 -0.06968 -0.34864
C 7.83801 1.41138 1.76707
F 8.52454 2.37938 1.26448
F 6.85491 1.90277 2.49375
F 8.61345 0.59583 2.61328
C 1.08898 -4.61636 5.08795
F 2.36104 -5.04513 5.15500
F 0.28680 -5.67673 5.02919
F 0.80448 -3.94616 6.34646
S 0.63646 -3.38737 3.76883
O -0.54260 -2.80118 4.28742
O 1.77905 -2.57247 3.62292
N 0.20539 -4.24386 2.54102
S 1.25971 -4.75590 1.42246
O 0.57093 -4.57380 0.19351
O 2.69045 -4.42687 1.69373
C 1.16872 -6.61084 1.63835
F 1.83884 -7.29159 0.74720
F 1.67210 -6.86828 2.92908
F -0.16597 -6.84051 1.58884
C 2.89237 4.64609 4.33101
F 3.56071 5.75549 4.10519
F 3.79610 3.60135 4.28166
F 2.35186 4.66594 5.52540
S 1.53454 4.32008 3.11048
O 0.73962 5.49481 3.23030
O 2.29206 4.05521 1.91723
N 1.02665 3.05058 3.80486
S -0.46357 2.64811 4.29242
O -1.45964 2.78619 3.25332
O -0.37358 1.40158 4.96060
C -1.05402 3.81044 5.50762
F -2.03216 3.21172 6.22286
F -0.06617 4.09486 6.34380
F -1.53143 4.86650 4.98314
C -2.29110 -3.62243 -1.09007
F -2.16295 -4.87303 -0.95687
F -2.05866 -3.02960 0.07069
F -1.30799 -3.19102 -1.94594
S -4.11946 -3.23771 -1.69475
O -4.28908 -1.84821 -1.76114
O -4.13187 -4.02546 -2.92285
N -4.98665 -3.75550 -0.47002
S -5.48217 -5.19700 -0.12867
O -4.75750 -6.31717 -0.58913
O -5.92791 -5.17528 1.23640
C -7.04350 -5.23549 -1.01432
F -6.82936 -5.18333 -2.35618
F -7.72860 -6.36151 -0.64150
F -7.89143 -4.26299 -0.85057
*
```

Results
Orbital gap (eV): 5.62



# 2
C7H18N2 in the gas phase. Source: OMol25; level of theory: ωB97M-V with the def2-TZVPD basis set.

```
! RIJCOSX wB97M-V def2-TZVPD def2/J DEFGRID3
* xyz 0 1
C -0.46343 -1.76201 0.77887
C 0.47751 -0.55487 0.56564
C 1.71205 -1.06342 -0.20796
N 0.93611 -0.18520 1.92373
C -0.21167 0.70195 -0.13840
C 0.76909 1.91402 -0.18980
C -1.44710 1.19465 0.66136
C -0.63309 0.46399 -1.62770
N -1.61927 -0.56934 -1.91044
H -0.68104 -2.28655 -0.15383
H -0.00060 -2.51565 1.43031
H -1.40988 -1.48498 1.25077
H 2.16978 -1.92304 0.29775
H 1.44446 -1.39700 -1.21571
H 2.49030 -0.29943 -0.29937
H 1.32351 -1.00157 2.39731
H 1.70511 0.48097 1.86525
H 0.29100 2.78432 -0.65645
H 1.08793 2.23378 0.80712
H 1.66299 1.69055 -0.78013
H -2.22677 0.43400 0.74735
H -1.90573 2.06390 0.17440
H -1.17145 1.50641 1.67486
H 0.25213 0.27155 -2.24501
H -1.05566 1.39854 -2.01965
H -1.17580 -1.48292 -1.95673
H -2.32048 -0.61267 -1.17352
*
```

Results
ΔE to the lowest compared entry with this formula, charge and spin (kcal/mol): 6.89
Orbital gap (eV): 9.91



# 3
A molecular structure, C31H32CrF2N5O3S. Source: OMol25; level of theory: ωB97M-V with the def2-TZVPD basis set.

```
! RIJCOSX wB97M-V def2-TZVPD def2/J DEFGRID3
* xyz 0 4
Cr -0.92593 0.78768 -0.16825
O -2.50922 -0.17288 -0.68003
C -2.65057 -1.17711 -1.51769
C -3.67772 -2.10812 -1.28588
C -3.87190 -3.18696 -2.11808
C -3.05104 -3.38881 -3.23076
C -2.05180 -2.47589 -3.48206
C -1.84451 -1.36718 -2.65499
C -0.79858 -0.40216 -2.97159
N -0.32100 0.55197 -2.18843
C 0.64585 1.22807 -2.90077
C 0.75263 0.68813 -4.13731
N -0.16725 -0.34046 -4.16896
H -4.29824 -1.94990 -0.41284
H -4.66205 -3.89445 -1.89736
H -3.18694 -4.24653 -3.87494
H -1.39912 -2.64872 -4.33237
H 1.18191 2.05772 -2.47514
H 1.36814 0.93858 -4.98240
H -0.35975 -0.93803 -4.95213
C 5.57055 -3.04843 -3.41722
C 4.41799 -2.86167 -2.46527
C 4.42163 -3.45771 -1.21083
C 3.35879 -3.28912 -0.33115
C 2.27114 -2.52622 -0.72145
C 2.24632 -1.91784 -1.97169
C 3.31745 -2.08497 -2.83012
S 0.90446 -2.32957 0.38696
O 1.39860 -2.71104 1.68794
O -0.22606 -3.01636 -0.16913
N 0.56766 -0.76789 0.32018
C 1.47621 0.18421 0.64098
C 2.75435 0.05664 1.23085
C 3.51320 1.18653 1.38924
C 3.02348 2.44449 1.00366
C 1.74980 2.50191 0.49891
N 0.99371 1.41296 0.33686
H 6.41502 -3.52962 -2.92502
H 5.90963 -2.09098 -3.81586
H 5.28103 -3.67058 -4.26695
H 5.27197 -4.05984 -0.91101
H 3.36571 -3.74170 0.65142
H 1.39737 -1.31096 -2.25840
H 3.30242 -1.60181 -3.80135
H 3.09763 -0.91614 1.55136
H 4.49957 1.10570 1.82969
H 3.61330 3.34386 1.10423
H 1.29001 3.44197 0.21096
F -1.58352 3.02830 -1.90393
C -1.90011 2.58742 -0.62826
F -1.57843 3.76553 0.16468
H -2.99250 2.57137 -0.60266
C -3.35255 2.90761 2.50931
N -2.09194 3.64608 2.83289
C -2.25315 4.38012 4.11095
C -0.81357 2.77163 2.82852
C -1.13892 1.33583 3.02653
C -1.24955 0.86049 4.33798
C -1.67943 -0.43191 4.57483
C -2.00282 -1.23262 3.48421
C -1.86858 -0.74913 2.19020
C -1.41679 0.55105 1.89651
H -4.13566 3.65114 2.37506
H -3.58056 2.24174 3.33673
H -3.20667 2.31994 1.61303
H -1.95125 4.30483 2.06702
H -2.35761 3.64666 4.90736
H -3.14433 5.00080 4.05654
H -1.37414 4.99557 4.28308
H -0.17580 3.19559 3.60367
H -0.37447 2.93655 1.85136
H -0.97796 1.50346 5.17211
H -1.74550 -0.81581 5.58503
H -2.32994 -2.25398 3.64184
H -2.10009 -1.41905 1.36960
*
```

Results
ΔE to the lowest compared entry with this formula, charge and spin (kcal/mol): 0.00
<S²>: 3.7912
Orbital gap (alpha / beta) (eV): 7.21 / 7.39



What did the second record say?
C7H18N2 in the gas phase. Source: OMol25; level of theory: ωB97M-V with the def2-TZVPD basis set.

```
! RIJCOSX wB97M-V def2-TZVPD def2/J DEFGRID3
* xyz 0 1
C -0.46343 -1.76201 0.77887
C 0.47751 -0.55487 0.56564
C 1.71205 -1.06342 -0.20796
N 0.93611 -0.18520 1.92373
C -0.21167 0.70195 -0.13840
C 0.76909 1.91402 -0.18980
C -1.44710 1.19465 0.66136
C -0.63309 0.46399 -1.62770
N -1.61927 -0.56934 -1.91044
H -0.68104 -2.28655 -0.15383
H -0.00060 -2.51565 1.43031
H -1.40988 -1.48498 1.25077
H 2.16978 -1.92304 0.29775
H 1.44446 -1.39700 -1.21571
H 2.49030 -0.29943 -0.29937
H 1.32351 -1.00157 2.39731
H 1.70511 0.48097 1.86525
H 0.29100 2.78432 -0.65645
H 1.08793 2.23378 0.80712
H 1.66299 1.69055 -0.78013
H -2.22677 0.43400 0.74735
H -1.90573 2.06390 0.17440
H -1.17145 1.50641 1.67486
H 0.25213 0.27155 -2.24501
H -1.05566 1.39854 -2.01965
H -1.17580 -1.48292 -1.95673
H -2.32048 -0.61267 -1.17352
*
```

Results
ΔE to the lowest compared entry with this formula, charge and spin (kcal/mol): 6.89
Orbital gap (eV): 9.91